{"formula": "C42H34BrClMoN3O2P", "method": "ωB97M-V/def2-TZVPD", "symbols": ["Mo", "Cl", "C", "C", "C", "C", "O", "C", "C", "N", "C", "C", "C", "C", "C", "C", "C", "C", "N", "C", "C", "H", "H", "H", "H", "H", "H", "H", "H", "H", "H", "O", "C", "C", "C", "N", "C", "Br", "C", "H", "H", "H", "H", "C", "C", "C", "C", "C", "C", "C", "P", "C", "C", "C", "C", "C", "C", "C", "C", "C", "C", "C", "C", "C", "C", "H", "H", "H", "H", "H", "H", "H", "H", "H", "H", "H", "H", "H", "H", "H", "H", "H", "H", "H", "H"], "xyz": [[0.21718, -0.13005, 0.23743], [-3.45707, 5.19677, -3.14564], [-2.59033, 3.81544, -2.61273], [-1.98909, 2.95825, -3.55089], [-1.21816, 1.90677, -3.12519], [-1.03213, 1.64529, -1.75317], [-0.25698, 0.70676, -1.32406], [-1.71705, 2.46027, -0.78995], [-1.63999, 2.22542, 0.59605], [-0.99373, 1.25648, 1.23129], [-1.13063, 1.13928, 2.60972], [-1.65240, 2.06967, 3.49716], [-1.79119, 1.76450, 4.85379], [-1.45966, 0.52464, 5.33613], [-0.89203, -0.43893, 4.47565], [-0.52306, -1.73208, 4.89808], [0.02361, -2.59447, 3.97784], [0.22903, -2.17197, 2.66365], [-0.08760, -0.95487, 2.21499], [-0.68461, -0.11084, 3.10995], [-2.47463, 3.55373, -1.26672], [-2.13194, 3.13466, -4.60494], [-0.72841, 1.26050, -3.83770], [-2.23727, 2.90245, 1.19918], [-1.95563, 3.05123, 3.17076], [-2.19230, 2.51222, 5.52000], [-1.61806, 0.26428, 6.37095], [-0.68254, -2.03096, 5.92345], [0.31737, -3.59372, 4.25925], [0.67050, -2.86071, 1.95577], [-2.95723, 4.21104, -0.56191], [-2.21863, -5.52075, -2.07882], [-1.76433, -4.39251, -1.57483], [-2.13821, -3.86531, -0.32718], [-1.61578, -2.66354, 0.08333], [-0.72244, -1.94122, -0.62247], [-0.37924, -2.45257, -1.82092], [0.81949, -1.47584, -2.91076], [-0.85820, -3.63706, -2.32929], [-2.85855, -5.97343, -1.51152], [-2.84206, -4.39310, 0.29675], [-1.92248, -2.23618, 1.03110], [-0.54986, -3.98382, -3.30262], [4.76502, 3.28505, 0.61585], [4.39862, 2.34232, 1.71074], [5.27647, 2.18517, 2.78145], [4.96855, 1.38613, 3.86593], [3.73520, 0.75320, 3.91864], [2.85774, 0.88218, 2.85998], [3.18547, 1.64732, 1.73701], [2.05549, 1.50728, 0.30660], [1.56453, 3.08072, -0.44385], [1.49871, 3.15539, -1.83675], [1.02863, 4.29886, -2.45429], [0.59623, 5.36434, -1.68142], [0.62821, 5.28084, -0.29988], [1.09596, 4.14145, 0.34219], [1.09723, 4.05801, 1.83535], [3.10398, 0.57363, -0.85659], [3.95133, 1.06510, -1.84623], [4.72271, 0.19353, -2.59649], [4.69136, -1.16776, -2.33796], [3.83454, -1.66526, -1.37359], [3.02299, -0.81260, -0.63321], [2.05373, -1.33945, 0.37329], [5.76093, 3.06955, 0.23490], [4.77797, 4.30222, 1.00803], [4.04738, 3.24036, -0.19795], [6.22366, 2.70319, 2.74968], [5.67947, 1.26467, 4.66974], [3.46839, 0.15720, 4.77890], [1.88957, 0.39349, 2.89878], [1.80422, 2.31026, -2.43937], [1.00916, 4.36407, -3.53185], [0.21841, 6.25691, -2.15445], [0.27556, 6.11419, 0.29056], [0.41183, 4.79029, 2.25382], [2.09108, 4.27276, 2.22647], [0.80817, 3.06051, 2.17857], [4.00682, 2.12128, -2.06190], [5.35442, 0.57961, -3.38042], [5.32429, -1.83968, -2.89469], [3.79761, -2.72795, -1.17974], [2.55098, -1.29462, 1.35187], [1.91247, -2.40791, 0.15160]], "forces_ev_per_angstrom": [[1.29, -1.12, -0.99], [-0.09, 0.06, -0.07], [0.14, -0.29, 0.43], [-0.03, -0.08, 0.33], [0.19, -0.37, 0.22], [-1.71, 1.92, -0.12], [-0.01, 0.35, -0.13], [0.45, -0.40, -1.09], [0.00, -0.26, 0.52], [-0.67, 0.55, -1.83], [0.03, -0.16, 1.65], [0.35, -0.31, -0.71], [-0.04, -0.39, 0.35], [0.03, 0.19, -0.19], [0.08, 0.01, -0.47], [0.18, -0.16, -0.43], [-0.19, 0.18, 0.47], [0.06, 0.39, -0.39], [0.01, -0.57, 1.09], [-0.35, 0.39, 0.45], [0.03, 0.09, -0.28], [0.02, 0.07, -0.12], [0.04, -0.05, -0.08], [0.10, 0.01, 0.05], [-0.01, 0.10, -0.10], [-0.05, 0.05, 0.04], [0.00, 0.04, 0.13], [0.02, -0.03, 0.09], [0.01, -0.07, -0.03], [0.07, 0.11, -0.04], [-0.10, 0.09, 0.13], [0.01, -0.23, -0.20], [0.19, 0.78, 0.47], [-0.06, -0.08, -0.16], [-0.24, -0.26, 0.09], [-0.13, -0.58, 0.28], [0.06, 0.07, -0.25], [-0.11, -0.51, -0.13], [-0.10, -0.15, -0.01], [0.06, 0.11, 0.04], [-0.11, 0.02, 0.12], [0.03, -0.10, -0.08], [0.04, 0.00, -0.06], [0.01, 0.04, -0.14], [-0.09, -0.12, 0.18], [-0.04, -0.03, -0.05], [-0.09, 0.02, -0.06], [0.01, -0.06, 0.06], [-0.21, 0.03, -0.07], [-0.22, 0.12, 0.12], [1.10, -0.42, 0.53], [-0.17, -0.19, -0.02], [0.14, 0.03, 0.07], [0.08, 0.09, 0.01], [0.00, -0.01, 0.00], [0.00, -0.04, -0.01], [0.08, -0.11, -0.11], [-0.03, 0.04, 0.06], [-0.19, -0.24, -0.05], [0.01, 0.01, -0.04], [0.03, 0.14, 0.01], [-0.12, -0.04, 0.11], [0.10, 0.02, 0.13], [0.07, 0.60, -0.39], [0.28, -0.06, 0.47], [0.05, 0.00, -0.10], [-0.01, 0.10, -0.08], [0.15, 0.18, -0.07], [0.10, 0.07, 0.01], [0.03, 0.03, 0.06], [-0.04, -0.06, 0.05], [0.12, -0.01, 0.01], [0.01, 0.02, -0.01], [-0.05, -0.03, -0.08], [-0.01, 0.13, -0.06], [-0.03, 0.06, 0.09], [-0.07, 0.04, 0.10], [0.05, -0.06, 0.14], [0.05, 0.12, 0.11], [0.01, 0.09, 0.04], [0.11, 0.06, -0.05], [0.06, -0.09, -0.10], [-0.04, -0.11, -0.03], [-0.35, 0.03, 0.03], [-0.37, 0.19, 0.13]], "lowdin_charge": [1.544, 0.744, -0.661, -0.054, 0.008, -0.318, -0.317, -0.120, -0.029, -0.068, -0.212, 0.017, -0.029, 0.011, -0.131, 0.040, -0.008, -0.113, -0.071, -0.164, -0.036, 0.124, 0.116, 0.135, 0.116, 0.124, 0.130, 0.135, 0.123, 0.111, 0.124, 0.151, -0.284, 0.038, -0.116, -0.107, -0.652, 0.979, -0.014, 0.147, 0.130, 0.113, 0.127, -0.028, -0.256, -0.020, -0.045, -0.064, -0.110, -0.292, 1.078, -0.312, -0.102, -0.055, -0.040, -0.022, -0.271, -0.030, -0.305, -0.077, -0.049, -0.049, -0.072, -0.377, -0.256, 0.100, 0.102, 0.039, 0.126, 0.117, 0.109, 0.070, 0.105, 0.122, 0.120, 0.123, 0.091, 0.097, 0.050, 0.103, 0.116, 0.118, 0.121, 0.070, 0.068], "total_charge": 2, "e_above_lowest_kj_mol": 0.0, "orbital_gap_ev": [6.4, 6.4], "e_tot_ev": -146369.010}